(1)
Here is C52H51BrF13I2N4O10S2 as an isolated structure in a non-equilibrium geometry from OMol25. Energies are from wB97M-V/def2-TZVPD.

Last column: Mulliken charge in e.
Element x y z (Å)
1 C 0.94069 -4.51213 5.33863  -0.7296
2 N 1.85215 -4.11035 4.18481  -0.0626
3 C 0.93682 -3.93841 2.97446  -1.9497
4 C 1.38199 -2.65182 1.99970  0.3668
5 C 1.09927 -1.37541 3.04526  -0.4556
6 C 2.33231 -0.82794 3.91805  -0.0678
7 O 3.28217 -1.47812 4.58813  -0.4861
8 Br 2.49036 1.20245 4.12158  -0.1395
9 N 2.79913 -2.73921 1.49347  1.0934
10 C 3.20859 -4.02796 0.81998  0.2990
11 C 4.87077 -4.13658 1.01734  -0.3790
12 N 5.41269 -4.50634 2.25064  -0.5429
13 C 3.20783 -1.61993 0.54042  -1.1700
14 C 4.35243 -0.59149 1.19609  -0.5950
15 C 5.78418 -0.73872 0.34322  0.0011
16 C 7.07523 -0.10188 1.14892  -0.5330
17 C 8.39104 -1.00870 0.66942  -0.6635
18 S 8.53298 -1.06501 -1.21935  1.0974
19 O 7.91544 0.18529 -1.91408  -0.5540
20 O 10.03707 -1.10896 -1.62725  -0.6083
21 O 7.82511 -2.51919 -1.80843  -0.5012
22 C 2.00212 -0.68557 -0.02673  -0.6899
23 C 2.38358 0.00623 -1.50305  -0.4522
24 C 2.16357 1.64153 -1.37961  -0.8862
25 C 2.54589 2.43990 -2.74402  0.8486
26 F 1.80883 1.74132 -3.86368  -0.3460
27 F 4.00129 2.14175 -3.02098  -0.3105
28 C 2.19040 4.00467 -2.84397  0.7092
29 F 3.13831 4.68779 -3.79392  -0.2942
30 F 0.83549 4.13222 -3.49226  -0.2407
31 C 2.14093 4.89259 -1.47208  0.5303
32 F 1.78528 6.28085 -1.96938  -0.2949
33 F 0.95511 4.45579 -0.70691  -0.2452
34 C 3.53124 5.06608 -0.66243  0.6712
35 F 4.32673 6.10693 -1.42020  -0.2603
36 F 4.43469 3.85469 -0.67396  -0.1743
37 S 3.46249 5.63884 1.09952  1.1555
38 F 2.07238 6.60194 0.91371  -0.2751
39 F 4.41543 7.03740 0.65860  -0.3163
40 F 4.98596 4.82408 1.36122  -0.3274
41 F 2.62318 4.26818 1.67791  -0.2611
42 F 3.55169 6.19240 2.72462  -0.2843
43 N 0.63232 -1.23341 -0.08457  0.1387
44 C 0.31489 -2.45072 0.71737  1.0997
45 C -1.22020 -2.05703 1.29987  -0.7303
46 O -2.12800 -2.06947 0.10267  -0.2756
47 O -3.34520 -2.14769 0.56026  -0.2567
48 C -0.03857 -3.82411 -0.09895  -0.7872
49 I -1.42495 -5.42208 0.65163  0.1051
50 C 0.45286 -4.18531 -1.48232  -0.5822
51 C 1.38687 -3.21274 -2.37798  -0.5633
52 I -0.10180 -6.09948 -2.49787  0.0603
53 H 1.62964 -4.84478 6.25067  0.3222
54 H 0.27864 -5.43038 5.00581  0.2832
55 H 0.28911 -3.57055 5.64218  0.2405
56 H 2.47363 -4.93985 4.00066  0.3242
57 H 0.97492 -4.96848 2.42378  0.2195
58 H -0.14765 -3.82252 3.41112  0.4795
59 H 0.69986 -0.43546 2.42448  0.5131
60 H 0.21605 -1.66617 3.79395  0.4848
61 H 3.49824 -2.68181 2.29649  0.9431
62 H 3.03853 -4.08653 -0.32910  0.0622
63 H 2.81475 -5.01638 1.28745  0.5199
64 H 5.63754 -3.96085 0.14605  0.3450
65 H 6.45344 -4.55843 2.19479  0.3041
66 H 3.77147 -2.04067 -0.42616  0.6113
67 H 4.06492 0.53744 1.11092  -0.1001
68 H 4.60706 -0.81968 2.30970  0.5880
69 H 5.95669 -1.81547 -0.07969  -0.2531
70 H 5.62823 -0.03744 -0.61025  0.3063
71 H 6.94574 -0.05454 2.31102  0.4033
72 H 7.29556 0.99077 0.72075  0.3018
73 H 8.16368 -2.11167 1.04975  0.2558
74 H 9.40094 -0.60059 1.10097  0.4369
75 H 7.56589 -2.42404 -2.77456  0.3708
76 H 1.95108 0.25806 0.70711  -0.0774
77 H 3.53435 -0.24371 -1.67403  0.1268
78 H 1.72496 -0.40032 -2.38061  0.4891
79 H 2.67678 2.01733 -0.39805  0.0919
80 H 0.99106 1.78667 -1.20839  0.3523
81 H 0.13389 -1.15206 -0.99072  0.6635
82 H -1.27430 -0.94390 1.67816  0.4033
83 H -1.57034 -2.76435 2.15530  0.1267
84 H -3.86684 -2.84755 0.06252  0.2976
85 H 2.32387 -2.74723 -1.87543  -0.0035
86 H 1.74442 -3.75391 -3.35635  0.5883
87 H 0.71186 -2.30065 -2.74964  0.1314
88 C -6.89041 5.14295 -6.72680  -0.4554
89 C -6.97702 6.47608 -7.12715  -0.4685
90 C -5.81664 7.23768 -7.27467  -0.5292
91 C -4.56558 6.66774 -7.00918  0.1744
92 C -4.48084 5.34214 -6.58522  0.2117
93 C -5.64531 4.57422 -6.45482  -0.5353
94 C -3.17061 4.74540 -6.25465  0.5487
95 O -3.09497 3.57994 -5.88558  -0.6925
96 C -1.95473 5.57554 -6.36679  0.3615
97 C -0.71272 5.04018 -6.00121  -0.7954
98 C 0.44398 5.81412 -6.11683  -0.3541
99 C 0.36538 7.11800 -6.60531  -0.7037
100 C -0.87128 7.65576 -6.96494  -0.5514
101 C -2.03485 6.88581 -6.83602  0.2233
102 C -3.34235 7.47563 -7.18518  0.6309
103 O -3.41286 8.62305 -7.61018  -0.6690
104 H -7.79402 4.54668 -6.62070  0.3886
105 H -7.94840 6.92298 -7.32686  0.3947
106 H -5.89157 8.27628 -7.59259  0.4547
107 H -5.58586 3.53462 -6.13743  0.4426
108 H -0.64225 4.02195 -5.62193  0.5486
109 H 1.40666 5.39821 -5.82746  0.4680
110 H 1.26717 7.71865 -6.70231  0.4076
111 H -0.92549 8.67610 -7.34090  0.4678
112 C -7.20593 -0.10877 3.55150  -0.4630
113 C -6.62601 -0.78649 2.47941  -0.4686
114 C -6.41492 -2.16411 2.55607  -0.5354
115 C -6.77388 -2.86495 3.71384  0.2240
116 C -7.33103 -2.18329 4.79507  0.2795
117 C -7.55837 -0.80355 4.70942  -0.6329
118 C -7.66769 -2.90392 6.03983  0.5943
119 O -8.16044 -2.30650 6.98878  -0.6641
120 C -7.39401 -4.35219 6.12748  0.1993
121 C -7.65453 -5.03669 7.32181  -0.5550
122 C -7.41108 -6.40908 7.40893  -0.4615
123 C -6.91708 -7.10181 6.30396  -0.4723
124 C -6.65137 -6.42143 5.11471  -0.5558
125 C -6.88127 -5.04184 5.02980  0.2045
126 C -6.56336 -4.32487 3.77910  0.6003
127 O -6.12480 -4.93211 2.80899  -0.7119
128 H -7.37893 0.96333 3.48828  0.3985
129 H -6.33966 -0.24281 1.58185  0.4244
130 H -5.96649 -2.68741 1.71318  0.4126
131 H -8.00553 -0.26697 5.54438  0.4671
132 H -8.04330 -4.50388 8.18818  0.4600
133 H -7.60915 -6.93763 8.33892  0.3975
134 H -6.73418 -8.17218 6.36926  0.3921
135 H -6.26118 -6.96801 4.25774  0.4611

Forces on atoms 1 to 6 (eV/Å):
C 0.48 -0.29 0.70
N -1.32 -0.76 -0.57
C 0.64 -1.53 -0.21
C -3.41 0.09 1.68
C -0.20 1.44 -0.54
C 5.02 -2.94 3.93

The calculation puts the lowest unoccupied orbital energy at -4.517 eV. The HOMO energy is -10.8 eV. The total charge is +1.


(2)
Here is C52H52As3IrN5O5S3 as an isolated structure in a non-equilibrium geometry from OMol25. Energies are from wB97M-V/def2-TZVPD.

Last column: Mulliken charge in e.
Element x y z (Å)
1 Ir -0.22703 -0.40524 -1.30880  3.1780
2 S 0.40588 -2.47427 -2.16187  -0.4527
3 C 2.06349 -2.49933 -2.71811  1.1807
4 C 2.53563 -3.65678 -3.35759  -0.6834
5 C 3.87318 -3.77258 -3.67561  -0.7532
6 C 4.77168 -2.74821 -3.37276  -0.8395
7 C 4.30323 -1.58986 -2.77896  -0.3534
8 C 2.94820 -1.47050 -2.47894  -0.9985
9 As 2.17902 0.11345 -1.74565  1.4039
10 C 2.41433 1.33298 -3.24413  0.7081
11 C 2.49189 0.81053 -4.52718  -0.9411
12 C 2.56029 1.65896 -5.62313  -0.7749
13 C 2.55278 3.03106 -5.44153  -0.7288
14 C 2.48412 3.55733 -4.15914  -0.7388
15 C 2.40246 2.71277 -3.06579  -0.6557
16 C 3.61441 0.65579 -0.56219  -0.0886
17 C 4.55439 1.62935 -0.87098  -0.5832
18 C 5.59739 1.88678 0.01546  -0.8219
19 C 5.71814 1.17153 1.19359  -0.8294
20 C 4.79974 0.17094 1.48814  -0.5137
21 C 3.76256 -0.07997 0.60838  0.6235
22 H 1.84397 -4.45812 -3.58734  0.5081
23 H 4.22647 -4.67433 -4.15772  0.3788
24 H 5.82280 -2.85218 -3.60400  0.4230
25 H 4.98477 -0.77527 -2.56166  0.4637
26 H 2.48310 -0.25994 -4.68461  0.4176
27 H 2.59757 1.24299 -6.62080  0.4108
28 H 2.58872 3.69197 -6.29596  0.3886
29 H 2.47315 4.62842 -4.00871  0.4521
30 H 2.32839 3.14134 -2.07197  0.6284
31 H 4.49114 2.19373 -1.79241  0.4897
32 H 6.31799 2.65594 -0.23125  0.4561
33 H 6.52816 1.38621 1.87779  0.3846
34 H 4.88602 -0.40570 2.39951  0.4503
35 H 3.05455 -0.86839 0.83589  -0.4806
36 C -3.35342 1.86422 0.05086  -0.3565
37 C -2.14464 1.86918 0.95106  -0.7691
38 O -1.38471 0.92217 1.02384  -0.0790
39 H -4.18476 1.43423 0.62004  0.2132
40 H -3.15928 1.27554 -0.84508  -0.1783
41 H -3.65118 2.87340 -0.22762  0.5568
42 C -0.90306 -4.38586 0.29299  -1.4525
43 As 0.41252 -3.13060 0.90042  0.7301
44 C 0.30884 -3.35104 2.79898  -1.1358
45 C 2.17436 -3.73168 0.46226  -0.9427
46 O 0.12239 -1.50135 0.64853  -0.4392
47 H -0.46854 -5.38328 0.36447  0.6509
48 H -1.20579 -4.18292 -0.72870  0.3249
49 H -1.75062 -4.31070 0.97454  0.4185
50 H 0.47080 -4.39407 3.06806  0.4858
51 H -0.67969 -3.03192 3.12776  0.3401
52 H 1.05561 -2.72002 3.27850  0.0808
53 H 2.43878 -4.55271 1.12791  0.5853
54 H 2.85363 -2.89552 0.62304  0.2547
55 H 2.23509 -4.04005 -0.57764  0.2246
56 C -3.04531 -1.43766 0.96064  -1.1437
57 C -3.11368 -1.51381 -0.52382  -0.5367
58 N -2.07512 -1.57987 -1.36243  1.8777
59 C -2.62660 -1.82391 -2.61572  -0.7458
60 C -3.96330 -1.92947 -2.52671  -1.3299
61 N -4.26303 -1.72378 -1.19434  0.6443
62 C -5.59163 -1.73193 -0.62701  -0.8740
63 N -6.27547 -2.96116 -0.94348  0.6637
64 N -7.51399 -2.93103 -1.48151  -0.8045
65 N -7.91790 -4.11888 -1.70638  -0.5379
66 C -6.91983 -4.98972 -1.32421  -0.0079
67 C -6.86227 -6.38739 -1.38447  -0.7367
68 C -5.70824 -6.98378 -0.94522  -0.6421
69 C -4.62245 -6.21633 -0.45428  -0.5384
70 C -4.66709 -4.84588 -0.38735  0.3306
71 C -5.85288 -4.25017 -0.83533  1.0342
72 H -2.01331 -1.27832 1.25546  -0.8085
73 H -3.41321 -2.37643 1.39213  0.7138
74 H -3.64779 -0.62779 1.36749  0.5001
75 H -1.99231 -1.90104 -3.47590  0.6035
76 H -4.72634 -2.09266 -3.26134  0.5940
77 H -6.19521 -0.91956 -1.03837  0.3457
78 H -5.50321 -1.60688 0.45351  0.4670
79 H -7.69267 -6.96136 -1.76627  0.4303
80 H -5.61500 -8.05950 -0.97582  0.3763
81 H -3.72703 -6.72859 -0.12853  0.4299
82 H -3.83372 -4.26583 -0.02359  -0.1943
83 C 2.49725 6.83242 1.90815  -0.6251
84 C 2.96892 5.97846 2.89590  -0.6730
85 C 2.69829 4.62074 2.83847  -0.4114
86 C 1.93312 4.09561 1.79404  0.4384
87 C 1.49294 4.96245 0.78922  -0.7553
88 C 1.76627 6.31990 0.84673  -0.9180
89 As 1.51331 2.23676 1.46635  1.2051
90 C 1.51667 1.51325 3.28761  0.5232
91 C 1.21622 2.30675 4.39886  -0.8871
92 C 1.20596 1.78051 5.68036  -1.0909
93 C 1.49506 0.43900 5.88554  -0.7017
94 C 1.75251 -0.37287 4.79145  -0.9574
95 C 1.74110 0.15313 3.50725  -0.0407
96 C -1.88540 3.08258 1.78835  0.3093
97 C -1.71823 2.94116 3.15976  -0.0401
98 C -1.46222 4.05738 3.94334  -0.5683
99 C -1.34695 5.30694 3.35252  -0.4964
100 C -1.50245 5.44433 1.97898  -0.7789
101 C -1.78550 4.33681 1.19690  -0.1571
102 H 2.70572 7.89198 1.96120  0.3944
103 H 3.56018 6.37139 3.71287  0.4302
104 H 3.10296 3.96865 3.60125  0.5282
105 H 0.91804 4.56850 -0.04332  0.5277
106 H 1.40909 6.97338 0.06210  0.4788
107 H 0.97909 3.35427 4.26336  0.8940
108 H 0.97472 2.42194 6.52122  0.4368
109 H 1.50454 0.03027 6.88722  0.3913
110 H 1.97080 -1.42327 4.94578  0.4126
111 H 1.86937 -0.51560 2.66430  0.0084
112 H -1.78108 1.95789 3.60854  0.2264
113 H -1.33803 3.94608 5.01237  0.4128
114 H -1.13434 6.17611 3.95937  0.4354
115 H -1.40182 6.41684 1.51738  0.4614
116 H -1.88971 4.43459 0.12325  0.4170
117 O -2.64205 0.88644 -3.17986  -0.5504
118 S -1.27049 1.27436 -3.44747  0.8833
119 O -1.10040 2.11510 -4.59765  -0.7101
120 O -0.32283 0.04929 -3.48714  -0.5637
121 S -0.45091 2.00081 -1.68589  -0.2213

Forces on atoms 1 to 6 (eV/Å):
Ir 3.30 -2.61 -3.00
S -0.18 -1.09 -0.03
C -0.08 -0.37 0.01
C -0.06 0.04 0.03
C 0.06 0.04 0.01
C -0.02 0.05 0.03

The calculation puts the lowest unoccupied orbital energy (alpha / beta) at 0.012 / -0.507 eV. Its spin multiplicity is 2. The HOMO energy (alpha / beta) is -6.8 / -7.0 eV.


Short version: E_tot = -224397.97350 -290315.22398 eV, in the order given.